This record from the OMol25 dataset describes a cluster of 16 separate species, C54H110N6O30 in total. The level of theory is the ωB97M-V functional and the def2-TZVPD basis.

Output
ΔE to the lowest compared entry with this formula, charge and spin: 95.8 kcal per mole
E: -128131.7604 eV
Multiplicity: 1
LUMO energy: 0.015 hartree
Charge: 0

Element x y z (Å)
1 C -8.340 -1.717 4.420
2 O -8.434 -0.554 3.495
3 C -7.294 0.369 3.404
4 C -7.661 1.431 2.363
5 O -6.528 2.207 2.425
6 C -6.331 3.302 1.530
7 C -5.008 4.058 1.501
8 O -4.623 4.466 2.765
9 C -3.312 4.952 2.818
10 H -9.330 -2.169 4.474
11 H -8.096 -1.401 5.435
12 H -7.760 -2.566 4.059
13 H -6.495 -0.308 3.102
14 H -7.120 0.684 4.433
15 H -8.651 1.812 2.613
16 H -7.714 1.120 1.320
17 H -7.005 4.113 1.804
18 H -6.441 2.972 0.497
19 H -5.167 4.943 0.884
20 H -4.357 3.276 1.109
21 H -3.172 5.890 2.282
22 H -2.587 4.179 2.562
23 H -3.076 5.120 3.869
24 C 2.666 -7.297 2.224
25 O 2.999 -6.089 2.799
26 C 4.136 -6.120 3.724
27 C 4.317 -4.634 4.382
28 O 4.552 -3.687 3.372
29 C 3.525 -3.386 2.471
30 C 3.637 -1.974 1.924
31 O 3.219 -0.989 2.905
32 C 2.807 0.208 2.315
33 H 2.364 -7.915 3.069
34 H 3.515 -7.646 1.635
35 H 1.886 -7.213 1.467
36 H 5.039 -6.317 3.147
37 H 4.218 -6.922 4.458
38 H 5.135 -4.634 5.103
39 H 3.445 -4.402 4.993
40 H 2.533 -3.592 2.873
41 H 3.700 -4.065 1.636
42 H 3.076 -1.824 1.002
43 H 4.688 -1.761 1.731
44 H 2.515 0.213 1.264
45 H 3.555 0.998 2.367
46 H 1.914 0.679 2.725
47 C -1.820 5.123 -1.359
48 O -1.907 6.144 -0.441
49 C -1.889 7.428 -0.994
50 C -1.864 8.449 0.145
51 O -3.065 8.225 0.939
52 C -2.943 8.775 2.177
53 C -4.246 8.760 2.784
54 O -5.060 9.807 2.240
55 C -5.122 10.970 3.106
56 H -0.772 4.825 -1.404
57 H -2.151 5.541 -2.310
58 H -2.376 4.260 -0.992
59 H -2.694 7.605 -1.707
60 H -0.920 7.472 -1.490
61 H -1.917 9.446 -0.292
62 H -0.868 8.465 0.588
63 H -2.578 9.802 2.146
64 H -2.230 8.182 2.750
65 H -3.973 8.973 3.817
66 H -4.749 7.792 2.789
67 H -5.686 11.727 2.561
68 H -4.177 11.400 3.438
69 H -5.611 10.791 4.063
70 C 1.530 -6.925 -1.741
71 O 0.798 -5.827 -1.219
72 C -0.672 -5.810 -1.374
73 C -1.326 -4.739 -0.485
74 O -1.498 -5.115 0.867
75 C -0.338 -5.316 1.668
76 C -0.681 -5.759 3.159
77 O -0.855 -7.201 3.092
78 C -1.009 -7.815 4.413
79 H 2.533 -6.667 -1.402
80 H 1.423 -7.024 -2.822
81 H 1.165 -7.774 -1.163
82 H -1.095 -6.787 -1.140
83 H -1.014 -5.513 -2.365
84 H -2.253 -4.471 -0.991
85 H -0.658 -3.887 -0.614
86 H 0.320 -4.452 1.574
87 H 0.263 -6.068 1.157
88 H -1.641 -5.300 3.390
89 H 0.022 -5.488 3.946
90 H -0.169 -7.437 4.997
91 H -0.918 -8.898 4.329
92 H -1.989 -7.497 4.766
93 C 0.339 -1.475 4.482
94 O -0.750 -2.392 4.631
95 C -2.009 -1.800 4.708
96 O -2.197 -0.627 4.517
97 O -2.860 -2.704 4.875
98 C -4.283 -2.502 4.705
99 H 0.154 -0.776 3.667
100 H 1.269 -1.975 4.210
101 H 0.450 -0.796 5.327
102 H -4.468 -1.631 5.334
103 H -4.838 -3.296 5.205
104 H -4.646 -2.188 3.727
105 C -2.576 -0.691 1.408
106 O -3.030 0.498 0.710
107 C -3.697 0.454 -0.444
108 O -4.132 -0.518 -1.039
109 O -3.604 1.723 -0.947
110 C -4.495 2.182 -1.960
111 H -2.240 -1.476 0.730
112 H -3.310 -0.990 2.156
113 H -1.680 -0.470 1.988
114 H -4.133 1.939 -2.959
115 H -4.570 3.248 -1.747
116 H -5.508 1.906 -1.666
117 C 1.474 6.350 -5.228
118 O 1.031 5.168 -5.772
119 C -0.016 4.594 -5.292
120 O -0.836 5.002 -4.424
121 O -0.119 3.492 -5.981
122 C -1.097 2.507 -5.634
123 H 1.623 6.275 -4.150
124 H 0.851 7.232 -5.378
125 H 2.498 6.560 -5.538
126 H -2.028 3.034 -5.423
127 H -0.811 1.796 -4.859
128 H -1.274 1.946 -6.552
129 C 6.669 -0.595 -2.374
130 O 6.296 0.703 -1.995
131 C 5.542 0.909 -0.894
132 O 4.944 0.091 -0.238
133 O 5.594 2.273 -0.644
134 C 4.762 2.814 0.361
135 H 6.220 -1.339 -1.717
136 H 7.752 -0.697 -2.299
137 H 6.410 -0.823 -3.408
138 H 5.128 3.838 0.429
139 H 4.938 2.295 1.303
140 H 3.686 2.905 0.215
141 C 0.272 1.635 -1.482
142 O 0.817 0.394 -1.884
143 C 0.870 -0.666 -1.175
144 O 0.326 -0.991 -0.049
145 O 1.687 -1.600 -1.900
146 C 1.988 -2.856 -1.426
147 H -0.752 1.828 -1.161
148 H 0.408 2.227 -2.387
149 H 0.976 1.870 -0.684
150 H 1.967 -3.424 -2.355
151 H 1.171 -3.134 -0.760
152 H 2.980 -2.720 -0.995
153 C 2.791 4.831 -1.046
154 O 2.565 3.698 -1.929
155 C 3.400 3.568 -3.047
156 O 4.260 4.383 -3.373
157 O 3.136 2.428 -3.740
158 C 4.064 1.844 -4.615
159 H 2.241 4.791 -0.106
160 H 2.440 5.641 -1.685
161 H 3.850 4.960 -0.821
162 H 3.655 0.969 -5.121
163 H 5.038 1.545 -4.226
164 H 4.284 2.540 -5.425
165 C 1.183 -6.473 -5.773
166 C 2.632 -6.421 -5.527
167 N 3.756 -6.454 -5.287
168 H 0.744 -7.296 -5.209
169 H 1.090 -6.735 -6.827
170 H 0.711 -5.534 -5.485
171 C 0.266 4.652 3.743
172 C 1.491 4.251 3.113
173 N 2.413 3.907 2.523
174 H 0.044 3.946 4.544
175 H -0.494 4.786 2.974
176 H 0.534 5.621 4.164
177 C 2.298 -1.900 -5.011
178 C 1.166 -1.063 -5.404
179 N 0.261 -0.368 -5.734
180 H 3.172 -1.249 -5.018
181 H 2.562 -2.716 -5.684
182 H 2.282 -2.318 -4.004
183 C 6.113 -4.345 -4.958
184 C 7.149 -3.899 -4.061
185 N 7.942 -3.628 -3.260
186 H 5.976 -3.702 -5.828
187 H 5.195 -4.709 -4.497
188 H 6.430 -5.313 -5.344
189 C -2.543 -1.826 -3.723
190 C -1.941 -2.864 -4.615
191 N -1.493 -3.619 -5.406
192 H -3.328 -1.218 -4.174
193 H -1.663 -1.290 -3.368
194 H -2.855 -2.206 -2.750
195 C 5.866 -5.284 0.471
196 C 5.330 -5.158 -0.919
197 N 4.815 -5.174 -1.994
198 H 6.707 -5.975 0.508
199 H 5.048 -5.882 0.873
200 H 6.030 -4.278 0.859

Cartesian forces, eV/Å:
C -0.72 1.46 -1.09
O -0.26 -1.18 0.82
C -1.76 -3.20 0.04
C 0.48 -1.05 0.05
O 2.38 2.52 0.36
C -1.25 0.89 0.56
C -0.25 -2.03 0.47
O -0.04 0.14 0.83
C 0.30 -0.12 1.01
H -0.29 0.51 -0.11
H 0.42 0.02 -0.05
H 0.83 0.43 -0.16
H 0.66 0.66 -0.28
H 0.26 0.92 -0.29
H 0.10 0.89 0.28
H -0.40 -1.02 -0.01
H -0.97 -0.28 -0.26
H -0.58 -0.03 -0.23
H 0.20 -0.22 -0.67
H 1.10 0.58 -0.37
H 0.11 -0.11 -0.43
H 0.04 -0.07 -0.76
H -0.28 0.30 0.19
C 0.37 -0.67 -0.02
O 0.96 1.72 1.69
C 0.31 2.01 -0.52
C -0.96 -2.13 -1.21
O 0.98 0.43 1.31
C -0.31 0.06 -0.96
C 0.49 0.66 1.25
O -0.65 -0.77 -0.67
C -0.18 1.74 -0.49
H -0.06 -0.97 -0.57
H 0.37 -0.78 0.27
H -0.32 0.41 0.50
H 0.21 0.27 -0.43
H -1.17 -0.13 0.36
H 0.37 -0.06 -0.45
H -0.46 0.11 -0.25
H -0.06 0.04 0.14
H -0.58 0.04 -0.40
H -0.15 -0.28 0.08
H 0.18 -0.13 -0.34
H 0.33 -0.93 -0.35
H 0.40 -0.15 0.22
H -0.17 -0.53 0.95
C 0.50 -0.13 -0.44
O -1.06 0.70 2.09
C 1.19 0.09 0.72
C -1.55 -0.34 -1.39
O 2.18 -0.26 -2.53
C 1.30 -0.21 -0.13
C -1.17 1.12 1.95
O 0.06 0.54 1.24
C -0.39 -0.42 -0.41
H 0.24 -0.23 -0.59
H -0.06 -0.88 -0.39
H -0.30 0.04 -0.24
H -0.22 -0.07 0.02
H 0.09 0.67 -0.65
H -0.29 0.26 -0.17
H -0.29 -0.68 1.12
H 0.13 0.34 -0.02
H 0.26 -0.08 0.48
H -0.73 0.12 0.62
H -0.11 0.07 -0.44
H 0.09 -0.08 0.02
H 0.60 -0.18 -0.65
H -0.50 -0.51 -0.08
C -0.77 0.73 1.36
O -2.05 1.22 -0.27
C 0.79 -0.03 0.50
C 1.85 -0.88 -0.10
O -1.21 0.34 0.31
C 0.74 -0.41 0.07
C -0.86 -0.82 -2.24
O 0.35 -0.06 0.77
C 0.35 1.34 -1.73
H 0.24 -0.44 -0.62
H 0.17 -0.18 0.01
H 0.24 -0.73 -0.52
H 0.09 -0.25 0.03
H 0.59 -0.26 -0.59
H -0.42 -0.17 0.74
H 0.00 0.50 0.44
H -0.14 0.60 0.59
H -0.08 -0.48 0.46
H -0.15 0.15 0.21
H 0.44 0.13 -0.37
H -0.23 -0.06 0.60
H -0.19 0.15 -0.23
H 0.10 -0.23 0.59
C -0.14 1.08 -0.65
O -0.91 0.48 0.51
C 3.58 1.91 -1.58
O -0.18 0.36 0.36
O -2.69 -4.02 0.01
C 0.21 2.02 1.77
H -0.25 -0.18 -0.30
H -0.32 -0.38 0.45
H 0.10 -0.48 0.43
H -0.40 0.23 -0.01
H 0.48 -0.37 -0.64
H 0.56 -0.71 -0.29
C 0.18 -0.18 -0.06
O 0.10 -0.13 0.20
C 1.09 -0.61 -1.11
O 0.14 1.29 0.98
O 0.03 -0.69 0.79
C -0.53 0.42 1.27
H -0.63 -0.02 -0.18
H -0.24 -0.15 -0.48
H -0.13 0.75 -0.26
H -0.42 -0.03 0.11
H 0.62 0.25 -0.66
H -0.08 -0.87 -0.80
C 1.28 1.84 1.82
O 1.34 0.62 -0.89
C -3.86 0.37 2.47
O 2.75 -0.90 -2.20
O -0.06 -1.85 -0.12
C -1.05 0.42 -0.79
H -0.44 -0.26 0.27
H -0.27 -0.28 -0.42
H -0.24 -0.20 -0.73
H 0.00 -0.14 0.44
H 0.31 0.46 0.07
H 0.26 -0.07 0.13
C 0.35 -1.35 0.35
O -0.57 1.22 0.61
C 0.01 1.12 0.20
O 0.46 0.56 -0.56
O -0.31 -2.12 -1.46
C 0.48 0.49 1.26
H -0.09 0.00 -0.09
H 0.00 0.14 0.06
H -0.29 0.34 0.04
H 0.02 -0.09 0.33
H -0.06 0.09 0.01
H 0.12 -0.74 -0.63
C 1.10 1.26 0.42
O -0.78 -0.82 -1.30
C -0.33 -4.98 3.69
O 2.12 1.87 -4.68
O -2.32 5.16 -0.05
C -0.40 -0.13 0.29
H -0.28 -1.37 0.11
H 0.29 0.30 0.42
H -0.39 1.13 0.02
H 0.36 -0.83 0.57
H 0.65 -0.61 0.30
H -0.02 -1.07 0.31
C 0.33 0.73 -1.79
O 1.04 -1.50 -1.24
C 1.40 1.30 0.09
O -1.79 -1.53 0.85
O -1.21 0.33 2.29
C 1.11 0.60 -1.75
H -0.26 -0.69 -0.39
H 0.15 0.63 0.65
H -0.14 -0.01 -0.24
H -0.63 0.11 0.54
H -0.21 0.24 0.84
H 0.04 0.19 -0.02
C 0.68 -0.29 -0.10
C -0.06 -0.23 0.52
N -0.29 0.12 -0.24
H 0.07 0.08 0.12
H -0.45 0.40 -0.03
H -0.11 -0.06 -0.33
C 0.47 0.65 0.37
C 0.59 -0.81 -1.02
N 0.14 0.10 0.09
H -0.44 0.13 -0.18
H -0.16 -0.21 0.32
H -0.57 0.14 0.31
C 1.02 0.13 0.05
C -3.38 1.92 -1.01
N 3.45 -2.65 1.28
H 0.12 0.09 0.04
H -0.56 0.11 -0.32
H -0.61 0.33 -0.13
C 0.03 -1.21 -0.86
C 0.61 0.37 1.57
N -0.76 -0.09 -1.01
H -0.17 0.14 0.28
H -0.07 0.91 0.44
H 0.41 -0.02 -0.34
C 1.40 -0.86 0.46
C 0.25 -1.62 -2.17
N -1.22 2.24 2.72
H 0.37 -0.12 -0.08
H -0.08 0.90 -0.49
H -0.60 -0.57 -0.34
C -0.95 -0.56 -1.75
C -1.35 -0.31 -3.94
N 2.05 0.26 4.36
H 0.35 0.54 -0.21
H -0.10 0.58 1.05
H -0.03 -0.44 0.50

Results of the Löwdin charge analysis, in e, for atoms 1 through 99: C -0.0756; O -0.2302; C -0.1468; C -0.2003; O -0.1339; C -0.1587; C -0.2216; O -0.1523; C -0.1082; H 0.0745; H 0.0785; H 0.0705; H 0.1112; H 0.1265; H 0.1291; H 0.1270; H 0.1282; H 0.1152; H 0.1406; H 0.1152; H 0.0745; H 0.0799; H 0.0906; C -0.1142; O -0.2302; C -0.1231; C -0.1400; O -0.1275; C -0.2017; C -0.1461; O -0.1567; C -0.1408; H 0.0984; H 0.0847; H 0.0721; H 0.0963; H 0.1127; H 0.1189; H 0.1161; H 0.1199; H 0.0999; H 0.0965; H 0.1218; H 0.0687; H 0.0613; H 0.0727; C -0.1041; O -0.1990; C -0.2043; C -0.1442; O -0.1050; C -0.2990; C -0.2160; O -0.1574; C -0.0974; H 0.0830; H 0.0802; H 0.0774; H 0.1322; H 0.1244; H 0.1241; H 0.1255; H 0.1371; H 0.1299; H 0.1230; H 0.1340; H 0.0863; H 0.0785; H 0.0799; C -0.0828; O -0.2389; C -0.1462; C -0.1873; O -0.1261; C -0.1442; C -0.1362; O -0.2257; C -0.0723; H 0.0691; H 0.0667; H 0.0855; H 0.1272; H 0.1081; H 0.1237; H 0.0980; H 0.1184; H 0.0852; H 0.1113; H 0.1110; H 0.0756; H 0.0820; H 0.0838; C -0.0476; O -0.0197; C -0.6453; O 0.1150; O 0.0356; C 0.0066; H 0.0725